[1]
The ion C7H7F5N2OP with charge +1 in a non-equilibrium geometry. Source: OMol25; level of theory: ωB97M-V/def2-TZVPD.

```
23
Properties=species:S:1:pos:R:3:forces:R:3:nbo_charge:R:1
N 0.34991 -0.53153 3.67901 -0.4 -0.8 -2.6 -1.062
P -1.17946 -0.68586 2.80525 -1.6 0.6 1.3 1.207
O -1.45676 -2.31476 2.49284 1.1 1.5 -0.2 -0.960
C -0.82101 0.19976 1.14588 0.9 -0.2 -1.8 -0.385
C -1.68075 1.31720 0.82572 2.2 -2.0 -0.2 0.078
N -1.44419 2.01991 -0.34357 0.4 -0.6 0.2 -0.481
C -0.43674 1.71332 -1.22139 0.8 -1.1 0.3 0.685
F -0.33719 2.49659 -2.29902 -0.4 -1.0 1.7 -0.238
C 0.46878 0.59428 -0.98695 -0.4 0.1 1.5 -0.161
C 1.61082 0.17061 -1.97743 -0.2 -0.1 -1.2 0.635
F 1.65537 0.94565 -3.11582 -0.3 -0.5 1.6 -0.298
F 2.86580 0.23624 -1.40508 -1.7 -0.3 -0.3 -0.305
C 1.25714 -1.31721 -2.47773 -0.1 0.8 -0.4 0.517
F 1.77859 -1.48243 -3.73122 -0.6 -0.1 1.7 -0.292
F -0.14235 -1.33844 -2.57975 1.7 -0.3 0.1 -0.341
C 0.28823 -0.20974 0.23020 -2.3 3.1 -0.7 -0.052
H 0.60587 0.46085 3.54281 -0.2 -0.4 0.5 0.385
H 1.03488 -1.02962 3.08070 0.1 0.1 0.8 0.363
H -2.40158 -2.51545 2.62843 0.5 0.3 0.1 0.524
H -2.49643 1.63139 1.51282 0.7 -0.2 -0.8 0.279
H -2.07279 2.80941 -0.54635 0.5 -0.3 -0.2 0.470
H 1.62064 -2.08750 -1.74631 -0.4 0.4 -0.9 0.168
H 0.93322 -1.08266 0.48697 -0.6 0.9 -0.4 0.264
```
Positions in Å, forces in eV/Å.

Computed properties:
Structure (SMILES) ... NP(O)c1c[nH+]c(F)c(C(F)(F)C(F)F)c1
F_max ... 0.07665 Eh/bohr
Calculated total energy ... -35268.528 eV
ΔE to the lowest compared entry with this formula, charge and spin ... 39.1 kcal/mol
HOMO ... -12.7 eV
HOMO-LUMO gap ... 7.10 eV
Charge ... +1
Multiplicity ... 1



[2]
A structure of composition C4H7N3O in a non-equilibrium geometry. Source: OMol25; level of theory: ωB97M-V/def2-TZVPD.

```
15
Properties=species:S:1:pos:R:3:forces:R:3:nbo_charge:R:1
C 2.29629 -0.73421 -1.58188 1.2 -4.5 0.7 -0.405
C 0.36874 -0.17178 -0.16151 -3.8 1.6 6.6 0.285
C -2.77749 1.18852 1.25659 -0.2 -1.2 0.6 -0.315
C 0.81356 -0.74377 1.19023 1.1 -3.9 2.6 0.203
H 2.31069 -1.53208 -2.94651 -0.1 2.6 4.1 0.224
H 2.03944 -1.68706 -0.55800 2.3 2.5 -3.4 0.228
H 3.83947 -0.03663 -1.41397 -4.2 -1.6 -0.4 0.195
H 0.52323 0.40419 -1.90903 -1.3 1.9 -3.0 0.410
H -3.23859 1.03205 0.07704 1.5 1.0 3.6 0.235
H -3.37183 0.31160 2.01213 1.3 3.3 -2.1 0.221
H -2.62191 2.41726 1.77397 -1.0 -4.0 -1.9 0.226
N 1.09549 -0.03985 -1.29912 1.6 -1.1 1.6 -0.650
N -0.82906 0.44044 0.04361 1.7 -0.2 -2.1 -0.173
N 0.96104 -1.43590 2.17727 -0.7 4.0 -5.2 -0.276
O -1.40907 0.58722 1.33917 0.5 -0.4 -1.7 -0.410
```
Positions in Å, forces in eV/Å.

Computed properties:
F_max ... 0.15099 Eh/bohr
Calculated total energy ... -10767.609 eV
ΔE to the lowest compared entry with this formula, charge and spin ... 279.9 kcal/mol
HOMO ... -8.7 eV
HOMO-LUMO gap ... 8.51 eV
Multiplicity ... 1



[3]
A structure of composition C5H5FO in a non-equilibrium geometry. Source: OMol25; level of theory: ωB97M-V/def2-TZVPD.

```
12
Properties=species:S:1:pos:R:3:forces:R:3:nbo_charge:R:1
C 1.66393 1.72097 -0.78644 -0.8 -1.9 1.2 -0.219
C 1.43407 0.64636 -0.26734 0.5 2.9 -1.8 -0.089
C -0.80031 -0.93570 -0.21543 3.9 -1.0 0.3 0.641
C -1.64811 -0.03849 0.59197 -2.7 0.1 0.0 -0.767
C 1.18841 -0.68456 0.10345 -3.5 0.9 1.1 0.052
O -0.94907 -1.75249 -1.05400 -0.8 0.6 0.4 -0.477
F 1.82427 -1.52266 -0.67418 0.7 -1.9 -1.3 -0.316
H 1.59627 2.65479 -1.24294 0.3 0.9 -0.4 0.230
H -1.91085 0.80046 -0.07026 0.4 0.1 0.4 0.269
H -2.67012 -0.37076 0.97907 1.2 -0.5 -1.1 0.254
H -1.20856 0.26124 1.50940 1.1 0.6 0.4 0.246
H 1.48005 -0.77914 1.12670 -0.2 -0.8 1.0 0.176
```
Positions in Å, forces in eV/Å.

Computed properties:
F_max ... 0.07857 Eh/bohr
Calculated total energy ... -10026.851 eV
ΔE to the lowest compared entry with this formula, charge and spin ... 74.4 kcal/mol
HOMO ... -8.7 eV
HOMO-LUMO gap ... 9.40 eV
Multiplicity ... 1



[4]
The molecule C3H5N3. Source: OMol25; level of theory: ωB97M-V/def2-TZVPD.

```
11
Properties=species:S:1:pos:R:3:forces:R:3:nbo_charge:R:1
C -1.70540 0.05052 0.02750 0.0 0.0 0.0 -0.636
C -0.23827 -0.15984 0.17758 0.0 0.1 -0.1 0.066
C 0.77006 0.64780 -0.27370 0.0 -0.1 0.0 -0.110
N 1.89434 -0.06675 -0.02899 0.0 0.0 -0.1 -0.335
N 1.60469 -1.24034 0.54136 -0.1 0.1 0.0 -0.058
N 0.31527 -1.29708 0.67761 0.3 0.0 -0.1 -0.245
H -2.00912 -0.30960 -0.96119 -0.1 0.0 0.2 0.223
H -1.93119 1.11860 0.08562 -0.1 -0.2 0.0 0.218
H -2.27994 -0.48654 0.78670 0.2 0.1 -0.1 0.235
H 0.73104 1.62559 -0.72899 0.2 -0.2 0.0 0.226
H 2.84852 0.11763 -0.30351 -0.2 0.1 0.2 0.416
```
Positions in Å, forces in eV/Å.

Computed properties:
Structure (SMILES) ... Cc1c[nH]nn1
F_max ... 0.00552 Eh/bohr
Calculated total energy ... -7661.453 eV
ΔE to the lowest compared entry with this formula, charge and spin ... 23.1 kcal/mol
HOMO ... -9.5 eV
HOMO-LUMO gap ... 10.39 eV
Multiplicity ... 1